Record 1
A cluster of 2 separate species, C4H11O3 in total in a non-equilibrium geometry. Source: OMol25; level of theory: ωB97M-V/def2-TZVPD.

Values from the calculation:
Net charge: -1
Molecular weight in g/mol: 107.129
E_LUMO in eV: 3.36
Energy relative to the best compared isomer or geometry (same formula, charge and spin) in kJ/mol: 262.6
E_HOMO in eV: -2.8

Last column: Mulliken charge in e.
Positions of all 18 atoms, in Å:
C -0.969597 1.305468 -1.717376  -0.54
O -1.285769 2.540726 -2.275970  -0.53
C 0.075402 1.237313 -0.558576  -0.28
C -0.270743 0.040086 0.329877  -0.80
C 1.004831 -0.346587 1.373603  -0.58
O 0.347456 -1.452096 1.931366  -0.86
H -1.893805 0.923265 -1.445676  0.34
H -0.626088 0.781456 -2.605606  0.28
H -1.132205 3.120286 -1.593946  0.31
H 0.251735 2.131773 0.099684  0.36
H 0.978406 1.016889 -1.208886  0.16
H -0.996648 0.308260 1.051127  0.32
H -0.366663 -0.772576 -0.289402  0.34
H 1.076559 0.379512 2.056603  0.39
H 1.948804 -0.631282 0.778150  0.25
H 0.147936 -4.090454 1.177908  0.21
H 0.774108 -2.741921 1.446148  0.40
O 0.936285 -3.750121 1.450969  -0.77

Atomic forces in eV per Å
1.12 0.10 -0.23
-0.23 0.30 -2.33
0.19 -0.31 -1.74
4.93 3.17 1.25
-4.07 -4.98 -4.46
1.54 0.54 0.62
-1.71 -1.44 1.01
0.30 -0.86 0.34
0.34 2.62 2.17
-0.40 -0.35 -1.05
-0.20 0.42 1.53
-1.23 -0.27 0.26
-0.81 -2.23 -0.83
1.03 3.29 2.48
-0.87 0.75 0.73
-3.29 -1.52 -1.12
-0.23 0.62 0.93
3.60 0.15 0.45

=====

Record 2
A structure of composition C4H11O3Yb in a non-equilibrium geometry. Source: OMol25; level of theory: ωB97M-V/def2-TZVPD.

Values from the calculation:
Net charge: +1
Molecular weight in g/mol: 280.169
E_LUMO in eV: -4.35
Energy relative to the best compared isomer or geometry (same formula, charge and spin) in kJ/mol: 220.6
E_HOMO in eV: -11.9

Last column: Mulliken charge in e.
Positions of all 19 atoms, in Å:
C 1.036003 2.882194 -1.674971  -0.48
O -0.689096 2.326237 -1.505103  -0.62
H 1.432989 3.896763 -1.835652  0.28
H 1.751994 2.123008 -1.327887  0.27
H 0.893168 2.766193 -2.755177  0.31
H -1.075409 2.378929 -2.380575  0.30
C 1.665829 3.874829 1.446329  -0.41
C 1.056513 4.239948 2.785030  -0.45
O -0.376459 4.276535 2.796864  -0.20
C -0.960236 4.989692 3.885102  -0.66
H 2.082318 2.854688 1.517460  0.30
H 2.469123 4.603745 1.239525  0.26
H 1.389529 5.257499 3.034430  0.34
H 1.324349 3.471210 3.522836  0.30
H -2.047704 4.896338 3.806310  0.26
H -0.629093 4.559553 4.838497  0.28
H -0.655049 6.043460 3.830825  0.34
Yb -1.253592 3.880715 0.778557  1.09
O 0.771303 3.931320 0.372696  -0.50

Atomic forces in eV per Å
-1.44 -1.31 -4.54
2.77 2.04 2.25
-0.99 0.12 1.98
-1.04 0.40 0.49
0.38 -1.19 -0.12
0.31 0.14 -0.39
0.26 -0.24 -1.27
0.46 0.42 1.23
-0.62 -0.16 -0.47
0.30 0.14 0.41
0.14 0.33 -0.05
0.09 -0.48 0.32
0.01 -0.38 0.44
0.31 0.63 0.16
0.18 0.04 0.01
-0.11 0.10 -0.18
-0.15 -0.21 0.09
-0.47 -0.75 -1.61
-0.38 0.39 1.22

=====

Record 3
The molecule C4H11OP in a non-equilibrium geometry. Source: OMol25; level of theory: ωB97M-V/def2-TZVPD.

Values from the calculation:
Molecular weight in g/mol: 106.105
E_LUMO in eV: 0.92
Energy relative to the best compared isomer or geometry (same formula, charge and spin) in kJ/mol: 324.9
E_HOMO in eV: -7.9

Last column: Mulliken charge in e.
Positions of all 17 atoms, in Å:
C -1.952347 0.674523 0.739270  -0.98
C -1.806825 -0.504761 -0.240271  -0.57
C -0.568154 -0.482681 -1.002955  -0.40
C 2.499114 1.232514 -0.034089  -0.91
O 0.500655 -0.711888 -0.088749  -0.23
P 1.957947 -0.328167 0.341251  0.23
H -1.544251 1.459584 0.269315  0.34
H -3.032044 0.853958 0.925744  0.32
H -1.318379 0.358259 1.612501  0.22
H -2.714507 -0.602542 -0.834472  0.43
H -1.916932 -1.505283 0.360444  0.24
H -0.504955 0.487842 -1.366478  0.37
H -0.494053 -1.310207 -1.755691  0.27
H 2.816054 1.286024 -1.123183  0.23
H 3.381771 1.393577 0.519321  0.32
H 2.727858 -1.629591 0.049902  0.05
H 1.969043 -0.671155 1.628135  0.06

Atomic forces in eV per Å
-0.94 -3.97 1.48
-2.71 -2.60 2.51
0.99 -2.05 -0.35
-0.48 -1.15 -1.97
0.03 -0.67 0.64
1.31 -0.84 -1.99
1.46 3.36 -1.31
0.89 -0.10 0.44
-1.02 0.96 -0.39
0.26 0.40 -0.75
0.58 1.60 -0.90
0.69 1.68 -1.45
-0.19 1.05 0.31
-0.70 0.00 1.08
0.99 0.53 1.13
-0.97 1.41 -0.44
-0.19 0.40 1.97

=====

Record 4
A cluster of 2 separate species, C4H11OS in total. Source: OMol25; level of theory: ωB97M-V/def2-TZVPD.

Values from the calculation:
Net charge: -1
Molecular weight in g/mol: 107.198
E_LUMO in eV: 3.99
Energy relative to the best compared isomer or geometry (same formula, charge and spin) in kJ/mol: 20.2
E_HOMO in eV: -2.8

Last column: Mulliken charge in e.
Positions of all 17 atoms, in Å:
C -1.378775 -0.541201 -1.076108  0.04
O -0.593570 0.147331 -2.004184  -0.47
C -2.740783 -0.832094 -1.704568  -1.18
H -1.564951 0.091776 -0.196003  0.17
H -0.897063 -1.467491 -0.746478  0.23
H -3.251291 -1.612558 -1.133967  0.34
H -2.640016 -1.124664 -2.751407  0.30
H -3.366585 0.063329 -1.721967  0.27
C 2.526033 0.821698 2.188560  -1.18
C 1.476093 0.348883 1.183579  -0.32
S 1.986862 0.646320 -0.524247  -0.70
H 2.610988 1.903899 2.058612  0.27
H 3.511745 0.404825 1.982018  0.28
H 2.242024 0.607211 3.224334  0.37
H 1.216879 -0.698619 1.374409  0.25
H 0.557476 0.909409 1.393148  0.18
H 0.304935 0.331951 -1.545737  0.14

Atomic forces in eV per Å
-0.45 0.45 -0.34
0.41 0.04 0.11
0.05 0.05 0.03
0.17 -0.19 0.21
0.03 -0.09 0.05
-0.14 0.01 -0.13
0.16 -0.28 0.09
0.03 0.02 0.15
-0.15 0.31 -0.20
-0.19 0.04 0.37
0.38 -0.05 -0.07
0.13 0.00 0.17
-0.03 -0.16 -0.03
0.00 -0.03 0.06
0.17 -0.08 -0.13
-0.02 0.00 -0.01
-0.56 -0.04 -0.35

=====

Record 5
The molecule C4H11P3 in a non-equilibrium geometry. Source: OMol25; level of theory: ωB97M-V/def2-TZVPD.

Values from the calculation:
Molecular weight in g/mol: 152.054
E_LUMO in eV: 0.15
Energy relative to the best compared isomer or geometry (same formula, charge and spin) in kJ/mol: 337.8
E_HOMO in eV: -7.7

Last column: Mulliken charge in e.
Positions of all 18 atoms, in Å:
C 0.471167 -0.472458 0.291702  -0.27
C 3.433254 -2.177564 1.957553  -1.07
C -2.687821 2.329267 -1.804827  -0.79
C -2.121060 0.339096 0.032055  -0.68
P -0.999931 -0.646559 1.123309  -0.06
P 2.070499 -1.271951 0.702517  0.22
P -1.342874 1.954511 -0.612180  0.04
H 3.469514 -3.238703 1.572422  0.29
H 4.387231 -1.730417 1.708992  0.35
H 3.204640 -1.991506 2.926487  0.38
H -3.286153 1.420601 -2.137270  0.25
H -2.194451 2.731009 -2.828186  0.26
H -3.501049 3.091301 -1.532505  0.28
H -2.702861 -0.225685 -0.851048  0.32
H -3.081688 0.665902 0.646592  0.33
H 2.383588 -2.029104 -0.430798  0.08
H 2.837758 -0.094953 0.770328  0.06
H -0.339763 1.347211 -1.535145  0.03

Atomic forces in eV per Å
-0.08 -1.52 1.16
-1.00 -1.14 -4.76
-1.00 0.85 -3.34
-2.84 0.55 -0.81
1.13 -0.17 -0.72
0.44 1.12 1.01
0.17 -1.23 -0.21
-0.18 0.95 1.13
0.05 0.36 -0.23
-0.80 0.00 2.99
0.89 0.89 0.44
-1.11 -0.71 2.32
1.53 -0.90 0.06
1.82 0.77 1.76
2.06 -0.47 -0.79
0.09 0.28 -0.11
0.02 -0.15 -0.60
-1.19 0.50 0.71

=====

Record 6
A structure of composition C4H11PS in a non-equilibrium geometry. Source: OMol25; level of theory: ωB97M-V/def2-TZVPD.

Values from the calculation:
Molecular weight in g/mol: 122.173
E_LUMO in eV: 0.41
Energy relative to the best compared isomer or geometry (same formula, charge and spin) in kJ/mol: 462.2
E_HOMO in eV: -7.6

Last column: Mulliken charge in e.
Positions of all 17 atoms, in Å:
C -0.521816 0.988519 2.483333  -0.68
C 1.247731 -1.108284 0.719935  -1.31
C 0.704434 1.344341 -0.371540  -1.07
C -1.258682 -0.882018 -0.995244  -0.65
P -0.225718 -0.056142 0.372325  0.50
S -0.340810 -1.555353 -2.456141  -0.20
H -0.794370 2.074034 2.172529  0.14
H -1.427267 0.566642 2.847048  0.23
H 0.951504 -1.991201 1.174551  0.39
H 1.589205 -1.448468 -0.253638  0.40
H 1.734157 -0.486402 1.320401  0.47
H 1.127100 1.068454 -1.417017  0.30
H 0.079600 2.332100 -0.357710  0.31
H 1.518844 1.534483 0.253644  0.38
H -1.980813 -0.129376 -1.574868  0.32
H -1.687894 -1.655985 -0.493815  0.33
H -0.715206 -0.595343 -3.423793  0.14

Atomic forces in eV per Å
1.19 0.76 -2.44
-3.64 -1.55 -3.88
-1.88 0.77 -2.56
1.10 4.11 -2.79
-0.02 1.94 1.50
-0.19 0.85 -0.70
0.17 -1.53 0.02
-1.16 -0.59 0.38
-0.55 -1.59 1.46
0.98 0.57 -0.02
2.86 2.21 2.29
-0.89 0.63 1.60
1.01 -1.93 -0.41
1.31 0.19 1.10
1.16 -1.65 2.21
-1.86 -2.16 0.95
0.40 -1.04 1.30